# 1
# C3H12O3

A cluster of 3 separate species, C3H12O3 in total (wB97M-V/def2-TZVPD, OMol25).

The energy relative to the best compared isomer or geometry (same formula, charge and spin) comes out at 108.82 kJ/mol. Its gap between HOMO and LUMO is 10.21 eV. The value obtained for the energy is -9446.899 eV. As for the SMILES: CO.CO.CO. The value obtained for the LUMO energy is 0.0216 Ha. The HOMO energy comes out at -9.626 eV.

Structure (XYZ):
```
18
Properties=species:S:1:pos:R:3:forces:R:3
C 31.01508 -2.90384 8.58059 -0.4 0.2 0.0
O 30.75180 -1.51240 8.36387 -0.1 -0.3 0.2
H 31.35281 -3.36619 7.65437 0.2 -0.1 0.0
H 31.76201 -2.99054 9.36504 0.2 -0.1 -0.1
H 30.11250 -3.42565 8.91460 0.1 0.0 0.0
H 29.79026 -1.42002 8.29438 0.0 0.2 -0.1
C 32.63021 -0.29762 11.28291 -0.2 -0.1 0.0
O 32.90592 -0.64769 9.94051 0.1 0.1 0.1
H 31.60791 0.06888 11.42566 0.0 0.1 -0.1
H 32.74773 -1.15940 11.94944 0.1 0.0 0.0
H 33.31735 0.48972 11.59005 0.0 0.0 0.1
H 32.07968 -0.76568 9.45379 -0.1 0.0 -0.1
C 28.24003 -0.09252 6.70535 0.0 0.0 0.1
O 28.03223 -1.10717 7.69461 0.0 0.1 -0.1
H 27.31608 0.44451 6.48356 0.0 -0.1 0.0
H 28.94804 0.61753 7.12437 0.1 0.0 0.0
H 28.66100 -0.50710 5.78884 0.0 0.0 0.0
H 27.44135 -1.77268 7.33271 0.0 0.0 0.0
```
Forces are in eV/Å.

Per-atom Löwdin charges, elementary charge units: -0.1243 -0.1483 0.0780 0.0732 0.0827 0.0343 -0.1712 -0.1355 0.0768 0.0703 0.0703 0.0193 -0.1282 -0.1348 0.0790 0.0846 0.0843 0.0894

# 2
# C3H12O3

A cluster of 3 separate species, C3H12O3 in total at a distorted geometry (wB97M-V/def2-TZVPD, OMol25).

The energy relative to the best compared isomer or geometry (same formula, charge and spin) comes out at 138.30 kJ/mol. Its spin multiplicity is 2. As for the net charge: +1. Its gap between HOMO and LUMO (alpha / beta) is 10.16 / 3.49 eV. The value obtained for the energy is -9436.625 eV. The value obtained for the LUMO energy (alpha / beta) is -0.1298 / -0.3748 Ha. The HOMO energy (alpha / beta) comes out at -13.694 / -13.694 eV.

Structure (XYZ):
```
18
Properties=species:S:1:pos:R:3:forces:R:3
C 0.28490 0.42427 -0.19939 1.2 2.3 -0.2
C -0.47283 -0.89934 -0.66538 0.8 -0.5 -0.4
C 0.37200 -1.41907 -1.79854 -1.0 -2.9 0.2
O -0.52312 -1.56096 0.59628 -0.8 0.2 -3.0
H -0.35529 0.80128 0.61495 0.1 0.4 -0.7
H 1.25125 0.16252 0.25875 -0.3 -0.1 -0.4
H 0.50478 1.03623 -1.17663 -0.9 -1.0 2.0
H -1.45564 -0.61422 -1.08573 -0.1 0.4 1.0
H -0.16959 -2.37833 -2.03883 0.4 -0.2 0.2
H 0.13806 -0.98054 -2.77439 0.6 0.8 0.5
H 1.42113 -1.75637 -1.59937 -0.8 0.8 -0.2
H -0.38437 -2.49543 0.34668 0.7 -0.3 0.7
H -4.44602 1.66631 2.48326 -0.1 0.0 0.1
H -5.69448 1.84007 3.35518 0.0 0.0 0.1
O -5.25552 2.17813 2.57074 0.1 0.0 -0.2
H 4.46316 1.20776 0.98629 0.3 -0.2 -0.2
H 5.31708 1.82370 -0.09318 0.1 -0.2 -0.1
O 5.00448 0.96398 0.21931 -0.5 0.4 0.3
```
Forces are in eV/Å.

Per-atom Löwdin charges, elementary charge units: 0.0679 -0.3551 -0.0224 0.1759 0.1153 0.1044 0.1652 0.1940 0.1329 0.1190 0.1379 0.1644 0.0207 0.0358 -0.0566 0.0313 0.0404 -0.0709